Entry 1:
This record from the Open Molecules 2025 dataset describes a 2-piece molecular cluster, C6H12O overall in a non-equilibrium geometry. The level of theory is wB97M-V/def2-TZVPD.

The geometry in ORCA input format:
```
! RIJCOSX wB97M-V def2-TZVPD def2/J DEFGRID3
* xyz 0 1
C -0.702 1.860 1.155
C -0.798 0.552 0.958
C -1.232 -0.074 -0.334
C -1.124 -1.588 -0.558
H -0.467 2.259 2.132
H -0.803 2.575 0.338
H -0.780 -0.152 1.787
H -1.075 0.517 -1.244
H -2.258 0.147 -0.019
H -2.063 -1.926 -1.007
H -0.319 -1.941 -1.218
H -1.008 -2.109 0.398
C 2.041 -0.524 -0.008
C 1.441 0.618 -0.789
O 1.386 1.745 -0.361
H 1.572 -0.628 0.977
H 1.993 -1.476 -0.544
H 3.088 -0.255 0.159
H 1.106 0.400 -1.823
*
```

Values from the calculation:
HOMO-LUMO gap   9.954 eV
Lowest unoccupied orbital energy   1.1 eV
SMILES string   C=CCC.CC=O
Energy above the lowest of the compared OMol25 structures with the same formula, charge and spin   226.3 kJ/mol
E_tot   -310.9731 hartree

=====

Entry 2:
This record from the Open Molecules 2025 dataset describes one molecule with the formula C4H9NO. The level of theory is wB97M-V/def2-TZVPD.

The geometry in ORCA input format:
```
! RIJCOSX wB97M-V def2-TZVPD def2/J DEFGRID3
* xyz 0 1
C -0.847 -1.551 -0.164
N -0.880 -0.375 0.720
C 0.042 0.691 0.411
C 1.492 0.297 0.109
C -0.570 1.535 -0.706
O 0.081 2.246 -1.419
H -1.819 -2.015 -0.116
H -0.704 -1.308 -1.216
H -0.103 -2.280 0.158
H -0.773 -0.708 1.667
H 0.101 1.386 1.253
H 2.091 0.444 1.006
H 1.616 -0.735 -0.217
H 1.933 0.906 -0.680
H -1.660 1.466 -0.807
*
```

Values from the calculation:
HOMO-LUMO gap   10.001 eV
Lowest unoccupied orbital energy   0.9 eV
SMILES string   CN[C@@H](C)C=O
Energy above the lowest of the compared OMol25 structures with the same formula, charge and spin   155.8 kJ/mol
E_tot   -287.7731 hartree

=====

Entry 3:
This record from the Open Molecules 2025 dataset describes C33H28F9O4P3Sm as an isolated structure in a non-equilibrium geometry. The level of theory is wB97M-V/def2-TZVPD.

The geometry in ORCA input format:
```
! RIJCOSX wB97M-V def2-TZVPD def2/J DEFGRID3
* xyz 1 6
Sm -1.567 0.101 0.530
O -5.680 1.417 0.396
C -4.490 1.022 0.469
O -3.876 -0.099 0.354
C -3.629 2.216 1.275
O -2.355 2.004 1.580
O -4.201 3.243 1.392
C -3.078 -2.589 3.241
P -1.894 -2.788 1.859
C -0.317 -3.484 2.474
C -2.553 -4.181 0.834
C -3.210 -5.324 1.338
C -3.759 -6.296 0.509
C -3.586 -6.210 -0.871
C -2.964 -5.115 -1.395
C -2.459 -4.039 -0.569
P -1.813 -2.466 -1.245
C -3.037 -1.900 -2.418
C -0.327 -2.971 -2.192
H -3.124 -3.520 3.795
H -4.057 -2.361 2.837
H -2.678 -1.759 3.848
H -0.467 -3.788 3.508
H 0.421 -2.653 2.448
H 0.035 -4.364 1.869
H -3.211 -5.498 2.436
H -4.173 -7.193 0.987
H -3.890 -7.030 -1.571
H -2.802 -4.978 -2.435
H -2.673 -1.770 -3.440
H -3.423 -0.889 -2.100
H -3.861 -2.608 -2.331
H -0.502 -3.412 -3.192
H 0.264 -3.719 -1.623
H 0.327 -2.084 -2.362
F 7.300 -0.302 1.247
C 6.809 -0.727 0.034
F 7.541 -0.119 -0.965
F 6.960 -2.063 -0.086
C 5.420 -0.253 -0.041
C 4.359 -1.256 -0.067
C 3.104 -0.795 -0.243
C 2.776 0.581 -0.397
C 3.813 1.533 -0.313
C 5.134 1.108 -0.110
P 1.090 1.016 -0.613
C 0.872 1.937 0.942
C 1.306 3.265 1.045
C 1.190 3.945 2.257
C 0.585 3.321 3.404
C 0.066 2.024 3.269
C 0.328 1.342 2.075
C 0.611 3.906 4.775
F -0.593 4.426 5.169
F 0.840 2.908 5.703
F 1.552 4.887 4.899
C 0.983 2.349 -1.802
C 1.826 2.302 -2.933
C 1.687 3.297 -3.959
C 0.586 4.183 -3.938
C -0.331 4.133 -2.860
C -0.122 3.219 -1.836
C 0.271 5.066 -5.066
F -0.428 4.380 -5.990
F -0.515 6.135 -4.654
F 1.373 5.641 -5.660
H 4.624 -2.325 0.099
H 2.235 -1.439 -0.211
H 3.625 2.580 -0.309
H 5.906 1.841 0.003
H 1.665 3.755 0.135
H 1.659 4.937 2.406
H -0.558 1.578 4.056
H 0.300 0.222 2.070
H 2.607 1.540 -2.966
H 2.293 3.285 -4.847
H -1.302 4.629 -2.907
H -0.841 3.093 -1.052
*
```

Values from the calculation:
HOMO-LUMO gap (spin up / spin down)   6.114 / 6.978 eV
Lowest unoccupied orbital energy (spin up / spin down)   -4.7 / -3.8 eV
Energy above the lowest of the compared OMol25 structures with the same formula, charge and spin   30.5 kJ/mol
E_tot   -4155.9204 hartree

=====

Entry 4:
This record from the Open Molecules 2025 dataset describes C9H23Cl2N2O5Ti as an isolated structure in a non-equilibrium geometry. The level of theory is wB97M-V/def2-TZVPD.

The geometry in ORCA input format:
```
! RIJCOSX wB97M-V def2-TZVPD def2/J DEFGRID3
* xyz -1 5
Ti -1.163 0.041 2.189
Cl -0.703 -0.170 4.936
Cl -1.443 2.750 2.439
O -5.238 -1.922 1.834
C -3.922 -1.877 1.736
O -3.431 -2.495 0.776
O -3.239 -1.179 2.533
H -5.317 -2.533 1.097
C 2.069 1.047 2.244
C 1.837 -0.192 1.359
C 3.209 -0.911 1.052
O 4.177 -0.038 0.456
C 3.912 0.291 -0.878
N 0.944 -1.146 2.074
H 1.156 1.609 2.437
H 2.838 1.682 1.804
H 2.245 0.731 3.273
H 1.296 0.040 0.442
H 3.148 -1.824 0.459
H 3.580 -1.349 1.979
H 3.817 -0.603 -1.495
H 4.671 0.997 -1.216
H 3.011 0.901 -0.937
H 0.848 -2.012 1.564
H 1.437 -1.433 2.907
C -2.918 0.760 -1.131
C -1.713 -0.082 -1.505
C -0.492 0.728 -2.030
O -0.808 1.019 -3.391
C 0.208 1.632 -4.176
N -1.187 -0.830 -0.340
H -3.332 1.421 -1.892
H -2.674 1.347 -0.245
H -3.717 0.134 -0.734
H -2.157 -0.776 -2.217
H 0.370 0.062 -2.016
H -0.258 1.669 -1.532
H -0.116 1.997 -5.151
H 1.014 0.909 -4.308
H 0.584 2.533 -3.692
H -1.991 -1.373 -0.061
H -0.554 -1.555 -0.646
*
```

Values from the calculation:
HOMO-LUMO gap (spin up / spin down)   3.305 / 4.415 eV
Lowest unoccupied orbital energy (spin up / spin down)   2.5 / -1.2 eV
E_tot   -2612.2468 hartree

=====

Entry 5:
This record from the Open Molecules 2025 dataset describes a 11-piece molecular cluster, H22O11 overall. The level of theory is wB97M-V/def2-TZVPD.

The geometry in ORCA input format:
```
! RIJCOSX wB97M-V def2-TZVPD def2/J DEFGRID3
* xyz 0 1
O 0.931 -2.297 1.807
H 0.806 -2.670 2.688
H 0.742 -3.029 1.206
O -0.181 -1.159 -2.203
H -0.741 -1.878 -1.893
H 0.502 -1.585 -2.736
O -2.694 -1.963 1.595
H -1.865 -1.797 1.127
H -3.106 -2.696 1.127
O -1.108 0.672 -4.167
H -0.524 0.690 -4.931
H -0.718 0.014 -3.565
O 2.920 -2.010 -0.183
H 2.223 -1.968 0.495
H 3.302 -2.888 -0.095
O 0.544 2.093 2.763
H 0.013 2.466 2.048
H -0.095 1.642 3.329
O -0.834 2.869 -1.746
H -1.558 3.502 -1.766
H -1.201 2.102 -1.289
O 2.088 -0.163 3.741
H 1.515 0.450 3.255
H 2.721 0.399 4.197
O -2.762 1.487 1.046
H -1.834 1.252 0.899
H -3.220 0.640 0.995
O -0.352 0.300 0.221
H 0.095 0.151 -0.629
H 0.290 0.012 0.883
O 1.631 1.638 -2.486
H 1.750 1.799 -3.426
H 0.720 1.925 -2.308
*
```

Values from the calculation:
HOMO-LUMO gap   10.401 eV
Lowest unoccupied orbital energy   -0.3 eV
SMILES string   O.O.O.O.O.O.O.O.O.O.O
Energy above the lowest of the compared OMol25 structures with the same formula, charge and spin   144.5 kJ/mol
E_tot   -840.8251 hartree

=====

Entry 6:
This record from the Open Molecules 2025 dataset describes an isolated ion of composition C3H8NO and charge +1 in a non-equilibrium geometry. The level of theory is wB97M-V/def2-TZVPD.

The geometry in ORCA input format:
```
! RIJCOSX wB97M-V def2-TZVPD def2/J DEFGRID3
* xyz 1 1
N -0.410 -0.937 -0.940
C 0.289 0.423 -0.878
C 0.679 0.706 0.582
C -0.380 0.224 1.560
O -0.456 -0.922 1.907
H -1.160 -0.917 -1.633
H 0.232 -1.689 -1.204
H -0.846 -1.239 -0.062
H -0.411 1.156 -1.246
H 1.180 0.292 -1.480
H 1.605 0.177 0.767
H 0.831 1.757 0.812
H -1.153 0.968 1.814
*
```

Values from the calculation:
HOMO-LUMO gap   10.756 eV
Lowest unoccupied orbital energy   -4.0 eV
SMILES string   [NH3+]CCC=O
Energy above the lowest of the compared OMol25 structures with the same formula, charge and spin   26.1 kJ/mol
E_tot   -248.8259 hartree

=====

Entry 7:
This record from the Open Molecules 2025 dataset describes one molecule with the formula C3H10N4O in a non-equilibrium geometry. The level of theory is wB97M-V/def2-TZVPD.

The geometry in ORCA input format:
```
! RIJCOSX wB97M-V def2-TZVPD def2/J DEFGRID3
* xyz 0 1
H 1.407 -2.108 -1.132
N 1.902 -1.342 -0.671
C 1.022 -0.543 -0.136
N 1.410 0.605 0.456
O 2.692 1.112 0.317
C -0.490 -0.827 0.002
N -0.978 -0.788 1.327
C -1.443 0.111 -0.732
N -1.060 1.534 -0.278
H 0.809 1.454 0.298
H 3.124 0.314 -0.016
H -0.698 -1.860 -0.383
H -0.515 -1.630 1.788
H -0.745 0.087 1.887
H -2.461 -0.292 -0.462
H -1.185 0.096 -1.837
H -1.606 1.718 0.564
H -1.185 2.356 -0.994
*
```

Values from the calculation:
HOMO-LUMO gap   9.138 eV
Lowest unoccupied orbital energy   0.8 eV
SMILES string   [H]/N=C(/NO)[C@@H](N)CN
Energy above the lowest of the compared OMol25 structures with the same formula, charge and spin   357.3 kJ/mol
E_tot   -414.4771 hartree

=====

Entry 8:
This record from the Open Molecules 2025 dataset describes one molecule with the formula C4H5NO in a non-equilibrium geometry. The level of theory is wB97M-V/def2-TZVPD.

The geometry in ORCA input format:
```
! RIJCOSX wB97M-V def2-TZVPD def2/J DEFGRID3
* xyz 0 1
C 1.073 -0.354 -0.647
C -0.081 -0.052 -0.074
C -1.448 -0.041 -0.673
O -0.164 0.288 1.301
C 0.954 0.517 1.911
N 1.957 0.735 2.453
H 1.100 -0.588 -1.705
H 2.003 -0.376 -0.088
H -2.006 0.848 -0.366
H -2.013 -0.921 -0.350
H -1.376 -0.056 -1.763
*
```

Values from the calculation:
HOMO-LUMO gap   10.798 eV
Lowest unoccupied orbital energy   0.7 eV
SMILES string   C=C(C)OC#N
Energy above the lowest of the compared OMol25 structures with the same formula, charge and spin   155.0 kJ/mol
E_tot   -285.3556 hartree